(1)
The following is a quantum chemistry calculation of 2 unconnected molecules or ions with the total composition C5H11NO at a distorted geometry, from OMol25.

Geometry as XYZ:
```
18
Properties=species:S:1:pos:R:3
C 1.132 2.842 0.252
C 0.443 1.901 -0.400
C -0.091 0.720 0.274
C -1.244 0.142 -0.070
N -1.992 -0.666 0.792
C -1.299 -1.591 1.673
H 0.903 3.898 0.272
H 1.788 2.461 1.028
H -0.039 2.083 -1.359
H 0.288 0.541 1.275
H -1.693 0.224 -1.053
H -2.721 -1.150 0.295
H -0.888 -0.976 2.475
H -2.068 -2.161 2.191
H -0.585 -2.287 1.237
O 2.614 -1.616 -3.112
H 3.235 -2.290 -3.413
H 2.214 -2.074 -2.357
```

The max |F| is 1.7 eV/A. Its HOMO energy is -0.2730 Ha. The energy relative to the best compared isomer or geometry (same formula, charge and spin) is 71.6 kcal/mol. As for the SMILES: C=C/C=C/NC.O. The value obtained for the gap between HOMO and LUMO is 8.20 eV.



(2)
The following is a quantum chemistry calculation of a molecular structure, C39H64BrN7O8SSiTi, from OMol25.

Geometry as XYZ:
```
122
Properties=species:S:1:pos:R:3
Ti -0.264 -0.231 1.008
C 2.390 -6.158 4.961
C 2.413 -4.838 5.743
C 3.869 -4.404 5.960
C 1.756 -5.066 7.105
C 1.707 -3.744 4.944
C 1.975 -3.601 3.576
C 1.364 -2.576 2.902
Br 1.585 -2.386 1.029
C 0.502 -1.666 3.516
O 0.013 -0.683 2.699
C 0.179 -1.797 4.859
C 0.820 -2.853 5.528
C -0.857 -0.970 5.636
C -1.326 0.309 4.935
C -2.085 -1.864 5.858
C -0.274 -0.558 6.995
H 2.775 -6.962 5.587
H 3.018 -6.122 4.070
H 1.378 -6.428 4.656
H 4.417 -5.183 6.491
H 3.923 -3.489 6.553
H 4.376 -4.226 5.010
H 2.241 -5.906 7.600
H 0.695 -5.304 7.014
H 1.862 -4.203 7.764
H 2.632 -4.283 3.057
H 0.585 -2.984 6.573
H -0.499 0.968 4.667
H -1.902 0.099 4.034
H -1.975 0.856 5.620
H -2.521 -2.167 4.902
H -2.844 -1.320 6.422
H -1.832 -2.766 6.414
H 0.636 0.032 6.872
H -0.039 -1.408 7.633
H -1.002 0.052 7.531
O -6.863 -1.508 2.388
C -6.074 -2.632 2.075
C -4.696 -2.153 1.715
C -3.619 -3.031 1.710
C -2.357 -2.563 1.411
N -2.137 -1.280 1.108
C -3.179 -0.435 1.062
C -4.465 -0.822 1.380
C -2.843 0.980 0.742
C -3.729 1.819 0.104
C -3.366 3.145 -0.117
C -4.263 4.090 -0.880
O -4.175 5.409 -0.400
C -2.131 3.576 0.353
C -1.275 2.668 0.932
N -1.610 1.381 1.121
H -7.749 -1.795 2.630
H -6.477 -3.179 1.213
H -5.999 -3.336 2.910
H -3.748 -4.077 1.956
H -1.491 -3.215 1.422
H -5.275 -0.110 1.396
H -4.687 1.442 -0.226
H -5.288 3.710 -0.899
H -3.912 4.114 -1.916
H -4.772 5.525 0.347
H -1.826 4.607 0.235
H -0.277 2.940 1.249
N 1.935 1.710 2.411
N 2.883 1.391 1.434
C 2.480 1.014 0.204
N 3.378 0.915 -0.761
N 1.160 0.812 0.052
N 0.714 0.259 -1.324
O -0.440 -0.529 -0.813
O 1.518 -0.460 -1.930
H 2.008 2.693 2.650
H 2.093 1.147 3.241
H 3.852 1.646 1.567
H 4.354 1.044 -0.556
H 3.083 0.495 -1.640
C 0.514 4.695 -3.768
C -0.149 4.027 -4.962
C -1.654 4.230 -4.930
C 0.447 4.531 -6.263
O 0.043 2.586 -4.915
Si 0.988 1.506 -4.179
S -0.008 1.656 -2.232
O 0.907 0.036 -4.794
C -0.081 -0.757 -5.503
C -0.499 -0.029 -6.768
C 0.620 -2.063 -5.828
C -1.262 -0.982 -4.572
O 2.526 1.915 -3.896
C 3.694 1.832 -4.767
C 4.396 3.172 -4.652
C 4.551 0.700 -4.224
C 3.292 1.551 -6.207
H 0.368 5.774 -3.816
H 1.586 4.496 -3.745
H 0.080 4.345 -2.829
H -1.899 5.292 -4.929
H -2.075 3.771 -4.032
H -2.123 3.768 -5.798
H 0.183 5.577 -6.416
H 0.067 3.953 -7.105
H 1.535 4.460 -6.250
H 0.366 0.172 -7.401
H -0.990 0.917 -6.539
H -1.194 -0.650 -7.334
H 1.494 -1.881 -6.453
H -0.052 -2.731 -6.366
H 0.944 -2.559 -4.913
H -1.773 -0.041 -4.361
H -0.925 -1.415 -3.629
H -1.981 -1.660 -5.034
H 4.544 3.433 -3.604
H 3.811 3.960 -5.127
H 5.371 3.137 -5.140
H 4.929 0.949 -3.230
H 5.409 0.519 -4.872
H 3.968 -0.220 -4.168
H 2.586 2.298 -6.571
H 2.842 0.564 -6.310
H 4.173 1.589 -6.847
```

The max |F| is 0.9 eV/A. Its HOMO energy is -0.4902 Ha. The energy relative to the best compared isomer or geometry (same formula, charge and spin) is 38.5 kcal/mol. As for the net charge: +2. The value obtained for the gap between HOMO and LUMO is 7.12 eV.



(3)
The following is a quantum chemistry calculation of a molecular structure, C2H5N3S2 at a distorted geometry, from OMol25.

Geometry as XYZ:
```
12
Properties=species:S:1:pos:R:3
C 1.196 0.336 -0.244
C -1.553 0.189 0.517
H 3.577 0.460 -0.424
H 3.537 0.002 1.451
H 1.537 -1.602 0.032
H 0.773 2.346 -0.507
H -0.858 0.695 1.394
N 3.477 -0.506 0.465
N 2.074 -0.540 0.097
N 1.463 1.624 -0.219
S -0.270 -0.568 -0.536
S -3.200 0.000 0.162
```

The max |F| is 8.7 eV/A. Its HOMO energy is -0.3407 Ha. The energy relative to the best compared isomer or geometry (same formula, charge and spin) is 135.4 kcal/mol. The value obtained for the gap between HOMO and LUMO is 8.23 eV.



(4)
The following is a quantum chemistry calculation of a molecular structure, C5H8 at a distorted geometry, from OMol25.

Geometry as XYZ:
```
13
Properties=species:S:1:pos:R:3
C 1.298 -0.471 -0.235
C 0.689 0.626 0.592
C -0.366 1.433 -0.128
C -1.233 -0.378 -0.235
C 0.024 -0.719 0.508
H 1.280 -0.382 -1.321
H 2.168 -0.985 0.163
H 1.209 1.001 1.472
H -0.103 1.633 -1.171
H -1.454 0.976 -0.062
H -2.151 -0.588 0.343
H -1.362 -0.727 -1.257
H 0.003 -1.420 1.331
```

The max |F| is 1.4 eV/A. Its HOMO energy is -0.2956 Ha. The energy relative to the best compared isomer or geometry (same formula, charge and spin) is 103.4 kcal/mol. The value obtained for the gap between HOMO and LUMO is 9.01 eV.



(5)
The following is a quantum chemistry calculation of a gas-phase ion, C3H5BrClN4 (charge +1) at a distorted geometry, from OMol25.

Geometry as XYZ:
```
14
Properties=species:S:1:pos:R:3
C -0.915 1.010 1.281
C 0.049 1.797 2.010
C 0.224 -0.128 -0.552
N -0.672 0.296 0.238
N 0.552 2.664 1.092
N 0.749 2.969 0.026
N -0.182 -1.177 -1.530
Cl -2.595 1.599 1.434
Br 2.160 -0.071 -0.245
H -0.534 2.371 2.868
H 0.809 1.322 2.641
H 0.253 -2.054 -1.050
H 0.082 -1.089 -2.563
H -1.303 -1.214 -1.533
```

The max |F| is 6.3 eV/A. Its HOMO energy (spin up / spin down) is -0.4239 / -0.4239 Ha. The energy relative to the best compared isomer or geometry (same formula, charge and spin) is 73.5 kcal/mol. As for the net charge: +1. The value obtained for the gap between HOMO and LUMO (spin up / spin down) is 6.67 / 6.67 eV.



(6)
The following is a quantum chemistry calculation of a single C10H11F9O3 molecule at a distorted geometry, from OMol25.

Geometry as XYZ:
```
33
Properties=species:S:1:pos:R:3
C -3.208 -2.720 1.049
O -2.149 -2.698 0.100
C -1.344 -1.548 0.244
C -1.848 -0.334 -0.559
C -0.925 0.910 -0.527
C -0.350 1.278 0.868
C 1.026 1.956 0.749
F 0.926 3.145 0.105
F 1.451 2.268 2.004
C 2.098 1.080 0.019
F 2.158 1.412 -1.283
F 1.770 -0.216 0.176
C 3.546 1.239 0.579
F 3.857 2.522 0.780
F 3.619 0.522 1.710
C 4.660 0.662 -0.385
F 5.115 1.601 -1.175
F 4.228 -0.372 -1.087
F 5.648 0.194 0.368
O -1.888 -0.757 -1.958
C -3.119 -1.177 -2.351
O -3.204 -1.916 -3.256
H -2.860 -3.057 2.046
H -4.033 -3.354 0.690
H -3.608 -1.693 1.184
H -0.289 -1.756 -0.002
H -1.379 -1.256 1.318
H -2.888 -0.054 -0.308
H -0.174 0.783 -1.320
H -1.552 1.764 -0.841
H -0.197 0.428 1.547
H -1.025 1.974 1.394
H -4.061 -0.832 -1.877
```

The max |F| is 2.3 eV/A. Its HOMO energy is -0.3793 Ha. The energy relative to the best compared isomer or geometry (same formula, charge and spin) is 11.2 kcal/mol. As for the SMILES: COC[C@@H](CCC(F)(F)C(F)(F)C(F)(F)C(F)(F)F)OC=O. The value obtained for the gap between HOMO and LUMO is 10.84 eV.



(7)
The following is a quantum chemistry calculation of a molecular structure, C16H23F6N2O3PTl at a distorted geometry, from OMol25.

Geometry as XYZ:
```
52
Properties=species:S:1:pos:R:3
C 2.121 -1.810 -1.744
C 0.662 -2.291 -1.734
N -0.301 -1.364 -1.884
C -1.573 -1.725 -2.017
C -1.968 -3.052 -1.829
C -0.960 -4.024 -1.690
C 0.394 -3.674 -1.628
C -2.592 -0.626 -2.355
P -1.956 1.023 -1.684
H 1.251 -4.383 -1.602
H -3.047 -3.232 -1.861
H -1.244 -5.053 -1.581
C 2.462 -1.441 0.677
C 3.778 -0.243 -0.941
H -3.519 -0.882 -1.851
H 2.376 -1.409 -2.752
H 2.764 -2.694 -1.589
C -2.712 0.690 -0.006
C -3.044 2.383 -2.110
H -3.016 1.589 0.513
H -3.621 0.117 -0.154
H -2.043 0.132 0.636
H -2.661 3.262 -1.557
H -2.938 2.569 -3.195
H -4.086 2.160 -1.782
H 4.628 -0.964 -0.865
H 3.786 0.159 -1.962
H 3.967 0.573 -0.224
H 3.110 -2.338 0.757
H 2.815 -0.679 1.385
H 1.453 -1.714 0.983
C 1.005 4.736 -0.677
O 1.184 5.696 -0.086
Tl 0.886 1.433 -0.658
O -0.393 1.629 -2.682
H -2.883 -0.778 -3.380
H -0.406 0.943 -3.403
N 2.446 -0.844 -0.683
C -0.017 -0.052 4.086
C 0.227 0.916 2.917
O 0.115 0.310 1.730
C -0.821 2.071 3.096
F -0.746 2.723 4.291
F -0.761 3.027 2.131
F -2.078 1.546 3.045
C 1.677 1.488 3.161
F 1.827 2.172 4.330
F 2.580 0.457 3.207
F 2.105 2.339 2.186
H -1.034 -0.464 3.993
H 0.116 0.490 5.035
H 0.684 -0.899 4.004
```

The max |F| is 4.3 eV/A. As for the spin multiplicity: 2. Its HOMO energy (spin up / spin down) is -0.5587 / -0.5585 Ha. The energy relative to the best compared isomer or geometry (same formula, charge and spin) is 0.0 kcal/mol. As for the net charge: +2. The value obtained for the gap between HOMO and LUMO (spin up / spin down) is 6.26 / 5.71 eV.



(8)
The following is a quantum chemistry calculation of a gas-phase ion, C5H6N5S (charge +1) at a distorted geometry, from OMol25.

Geometry as XYZ:
```
17
Properties=species:S:1:pos:R:3
C -0.325 1.007 -1.775
C 1.777 0.260 -1.141
C -1.773 -1.926 -0.599
C -0.977 -0.096 -1.162
C -0.731 -0.178 0.208
N 0.913 1.146 -1.719
N 1.546 -0.382 -0.071
N -1.707 -1.095 -1.641
N -1.234 -1.457 0.496
N 0.238 2.103 1.553
S -0.598 0.602 1.805
H -0.909 1.888 -1.967
H 2.855 0.189 -1.455
H -2.277 -2.891 -0.641
H -1.215 -1.889 1.423
H -0.395 2.948 1.733
H 0.902 2.169 2.331
```

The max |F| is 4.3 eV/A. Its HOMO energy (spin up / spin down) is -0.4956 / -0.4937 Ha. The energy relative to the best compared isomer or geometry (same formula, charge and spin) is 61.1 kcal/mol. As for the net charge: +1. The value obtained for the gap between HOMO and LUMO (spin up / spin down) is 6.43 / 7.98 eV.